C29H56N3O8PS | ωB97M-V/def2-TZVPD

```
98
Properties=species:S:1:pos:R:3:forces:R:3:lowdin_charge:R:1
C -2.723 3.906 -3.404 3.5 -2.0 -2.2 -0.032
C -1.742 3.082 -4.220 -2.9 3.6 2.4 -0.167
C -0.117 3.479 -4.100 -2.9 -0.9 -0.5 -0.190
P 0.725 2.193 -2.897 0.2 3.3 1.7 0.847
C 0.404 2.629 -1.031 0.4 0.2 1.8 -0.188
C -0.053 1.413 -0.069 -0.1 0.0 1.6 -0.224
C 1.171 0.360 0.365 -1.0 -0.2 0.4 -0.185
C 0.749 -0.160 1.898 1.6 1.4 -0.6 -0.214
S 0.904 -2.031 2.105 -6.2 -4.9 1.4 0.787
O 0.492 -2.850 0.858 2.9 3.4 3.2 -0.365
O -0.131 -2.422 3.231 4.6 2.2 -3.3 -0.399
O 2.438 -2.465 2.716 -1.2 0.6 -2.1 -0.229
C 1.767 0.795 -3.594 2.9 -1.1 -2.8 -0.159
O 2.292 -0.199 -2.598 -2.8 0.9 -1.3 -0.201
N 3.639 -0.331 -2.789 2.3 3.0 4.0 -0.009
O 4.166 0.281 -1.857 -0.6 -2.6 -3.3 0.044
O 2.161 3.116 -2.708 -0.1 1.4 -1.8 -0.433
C 2.562 4.000 -3.771 3.4 1.3 -0.6 -0.332
C 4.198 4.286 -3.528 -0.5 0.1 1.1 -0.106
O -0.778 1.396 -2.899 -0.4 -6.0 -0.4 -0.317
C -0.845 -0.020 -3.039 0.0 -5.1 2.2 -0.293
O -0.583 -0.995 -2.145 -1.2 7.0 -5.2 0.004
C -1.440 -0.619 -4.487 -2.4 -1.0 -3.7 -0.038
C -0.563 -1.480 -5.568 -2.4 0.2 -0.8 -0.033
C -1.162 -2.109 -6.969 -3.4 2.2 2.7 -0.055
C -2.780 -1.876 -7.308 1.6 1.6 3.3 -0.073
C -3.714 -1.003 -6.279 4.2 -1.0 0.9 -0.061
C -3.050 -0.386 -4.874 2.1 -2.0 -2.5 -0.011
H -2.265 4.458 -2.452 -1.2 -0.8 -2.5 0.061
H -3.844 4.069 -3.699 2.3 -0.9 0.9 0.057
H -2.159 2.255 -4.934 1.1 2.0 1.1 0.089
H 0.274 3.398 -5.200 -0.5 0.5 2.2 0.106
H -0.134 4.568 -3.659 0.5 -2.3 -1.0 0.108
H 1.389 3.107 -0.554 -2.1 -1.2 -1.3 0.116
H -0.417 3.490 -0.925 1.6 -1.9 -0.8 0.117
H -0.342 1.923 0.976 0.6 -0.8 -2.3 0.118
H -1.046 0.845 -0.377 2.4 1.1 0.3 0.114
H 1.192 -0.614 -0.282 0.0 2.1 0.8 0.084
H 2.220 0.930 0.380 -2.4 -1.4 0.0 0.129
H 1.540 0.331 2.619 -1.9 -1.2 -1.0 0.114
H -0.363 0.105 2.176 2.3 -0.9 -0.5 0.125
H 3.004 -2.808 1.964 -1.0 0.5 0.9 0.106
H 1.374 0.264 -4.588 0.2 0.9 2.4 0.117
H 2.793 1.280 -3.982 -2.6 -0.5 0.7 0.122
H 2.539 3.539 -4.873 -0.4 0.9 2.4 0.126
H 2.097 5.100 -3.743 0.5 -2.7 -0.1 0.132
H 4.815 3.306 -3.728 -1.1 2.1 0.2 0.077
H 4.566 5.224 -4.132 -0.7 -2.1 0.9 0.078
H 4.371 4.559 -2.379 -0.5 -0.6 -2.5 0.090
H 0.593 -1.693 -5.358 -2.9 0.5 -0.4 0.096
H -0.528 -2.751 -7.738 -1.3 1.6 2.1 0.090
H -3.264 -2.343 -8.291 1.2 1.2 2.4 0.088
H -4.861 -0.858 -6.525 2.7 -0.3 0.7 0.086
H -3.753 0.209 -4.150 1.6 -1.3 -1.5 0.086
C -3.272 -1.796 -0.714 -0.1 0.0 -0.1 -0.088
C -4.482 -1.935 0.204 0.1 0.1 -0.1 -0.261
N -5.523 -0.931 -0.015 -0.3 0.3 0.2 -0.189
C -6.552 -0.928 1.033 0.3 0.1 0.1 -0.252
C -7.429 -2.169 1.165 -0.3 -0.1 0.1 -0.095
C -6.035 -0.814 -1.382 0.3 0.1 0.0 -0.251
C -6.657 -2.056 -2.011 -0.2 -0.2 -0.3 -0.089
H -2.817 -0.803 -0.622 -0.1 -0.1 0.0 0.060
H -2.513 -2.538 -0.445 -0.1 0.1 0.0 0.080
H -3.531 -1.965 -1.764 0.1 0.1 0.1 0.064
H -4.111 -1.844 1.234 -0.3 0.1 -0.1 0.121
H -4.876 -2.953 0.108 0.0 -0.2 0.0 0.097
H -7.200 -0.052 0.903 0.1 -0.1 -0.2 0.110
H -6.053 -0.763 1.997 0.1 -0.1 -0.2 0.108
H -8.185 -2.214 0.379 0.1 -0.1 0.0 0.053
H -7.968 -2.138 2.118 0.1 0.0 -0.1 0.071
H -6.850 -3.096 1.150 0.0 0.1 0.0 0.068
H -5.216 -0.477 -2.029 0.1 -0.1 0.2 0.085
H -6.764 0.007 -1.432 0.1 -0.1 0.3 0.114
H -6.081 -2.964 -1.812 0.0 0.1 0.0 0.071
H -6.701 -1.934 -3.099 0.0 0.0 0.1 0.069
H -7.681 -2.211 -1.671 0.1 -0.1 0.0 0.053
C 2.623 -0.762 5.805 0.0 0.0 0.1 -0.086
C 4.062 -1.268 5.810 -0.1 0.2 0.0 -0.267
N 5.055 -0.253 6.167 0.4 0.2 -0.1 -0.191
C 6.436 -0.687 5.924 -0.2 0.1 -0.2 -0.252
C 6.966 -1.855 6.752 0.3 -0.2 0.1 -0.095
C 4.842 0.446 7.436 -0.3 0.2 -0.2 -0.252
C 4.783 -0.399 8.705 0.0 0.0 0.4 -0.092
H 2.504 0.089 5.126 0.1 0.0 0.1 0.071
H 1.951 -1.558 5.466 0.1 0.1 0.0 0.068
H 2.289 -0.461 6.803 0.0 0.0 -0.1 0.067
H 4.274 -1.632 4.797 0.2 0.1 0.2 0.107
H 4.122 -2.140 6.471 -0.1 -0.2 0.0 0.098
H 7.113 0.167 6.049 -0.2 0.0 0.1 0.111
H 6.524 -0.959 4.864 -0.2 0.0 0.1 0.107
H 7.208 -1.548 7.772 -0.1 -0.1 0.0 0.054
H 7.894 -2.229 6.308 -0.1 0.0 0.0 0.071
H 6.265 -2.693 6.794 0.0 0.1 0.0 0.068
H 3.909 1.017 7.362 0.0 -0.2 -0.1 0.100
H 5.614 1.217 7.564 0.0 -0.2 -0.2 0.115
H 4.194 -1.311 8.578 0.1 0.1 0.0 0.070
H 4.314 0.180 9.509 0.0 -0.1 -0.1 0.073
H 5.779 -0.671 9.054 -0.1 -0.1 0.0 0.053
```
Positions in Å, forces in eV/Å.

Spin multiplicity   1
Highest occupied orbital energy   -7.876 eV
HOMO-LUMO gap   6.870 eV
LUMO energy   -1.0 eV
SMILES string   C=CCP(CCCCS(=O)(=O)O)(CON=O)(OCC)OC(=O)c1ccccc1.CCN(CC)CC.CCN(CC)CC
Calculated total energy   -2643.5028 hartree

***

C29H57Cl3CrN2O3PSi | ωB97M-V/def2-TZVPD

```
97
Properties=species:S:1:pos:R:3:forces:R:3:lowdin_charge:R:1
C 1.236 -1.434 -5.658 0.0 0.1 0.2 -0.033
C 1.288 -2.068 -4.282 -1.7 -0.7 0.6 -0.391
H 2.082 -1.745 -6.285 -0.2 -0.2 0.1 0.075
H 1.297 -0.351 -5.589 -0.2 -0.4 -0.2 0.019
H 0.287 -1.693 -6.145 0.3 -0.1 -0.1 0.088
C 1.765 -3.364 -4.115 -0.2 0.0 0.2 -0.212
C 2.462 -4.115 -5.181 0.3 -0.4 -0.2 -0.218
H 1.426 -3.933 -3.259 0.0 0.0 -0.1 0.051
H 3.389 -3.607 -5.502 -0.1 -0.4 -0.3 0.048
H 1.842 -4.351 -6.073 0.3 0.1 0.0 0.049
H 2.731 -5.087 -4.748 0.3 0.0 -0.3 0.049
Cr 0.094 2.779 -0.144 -1.5 0.1 0.6 -0.315
Cl -1.902 2.295 -1.124 -0.5 -0.2 -0.6 0.017
Cl 1.794 4.010 0.596 1.0 0.7 0.4 0.084
C -1.361 -1.096 0.864 1.2 0.3 -0.2 -0.314
O -0.138 -0.933 0.948 -1.7 -0.1 0.1 -0.075
N -2.088 -1.879 1.701 0.0 -0.5 0.0 -0.177
C -1.407 -2.751 2.649 -0.1 0.1 0.1 -0.046
C -3.477 -2.219 1.417 0.1 0.1 -0.1 -0.059
H -1.974 -0.581 0.095 0.2 -0.1 0.2 0.131
H -0.357 -2.450 2.728 -0.3 -0.1 -0.1 0.083
H -1.466 -3.801 2.325 0.1 0.2 0.0 0.082
H -1.897 -2.663 3.627 0.1 0.0 -0.1 0.084
H -3.912 -1.461 0.751 0.1 -0.2 0.2 0.091
H -4.048 -2.253 2.356 0.1 0.1 -0.2 0.083
H -3.561 -3.208 0.932 0.1 0.3 0.1 0.078
H 3.964 -0.861 -1.833 -0.1 0.0 0.1 0.085
H 3.484 -3.409 -1.324 0.1 -0.1 0.3 0.088
C 4.291 -0.872 -0.788 0.0 0.1 -0.1 -0.066
C 3.709 -3.180 -0.267 -0.6 0.2 -0.4 -0.076
N 3.425 -1.765 -0.040 0.3 0.3 0.7 -0.202
H 4.247 0.142 -0.373 0.0 -0.4 0.0 0.069
C 2.854 -1.331 1.145 0.4 -0.3 -0.1 -0.338
O 3.215 -0.360 1.789 -0.5 -0.3 -0.5 0.005
H 3.080 -3.804 0.385 0.2 0.2 -0.2 0.082
H 1.975 -1.949 1.436 0.5 0.0 0.1 0.119
H 5.323 -1.240 -0.765 0.1 0.2 0.1 0.082
H 4.777 -3.396 -0.095 -0.3 0.1 0.2 0.085
O 1.601 -0.987 -3.145 1.7 1.3 1.0 -0.196
C 0.323 -1.497 -3.213 0.2 -0.7 -1.3 -0.310
C 0.574 -3.078 -1.213 -0.1 0.2 -0.2 -0.051
C -0.218 -2.453 -2.194 -0.3 -0.1 0.1 -0.162
H 1.571 -2.675 -1.018 -0.5 -0.3 -0.4 0.079
C 0.085 -4.170 -0.493 0.2 0.4 0.3 -0.092
H -0.387 -0.762 -3.611 -0.5 -0.1 0.3 0.137
C -1.552 -2.887 -2.331 0.7 0.3 0.0 -0.036
H 0.736 -4.706 0.212 -0.3 0.3 -0.2 0.098
C -1.243 -4.562 -0.626 -0.1 -0.3 0.1 -0.141
C -2.055 -3.915 -1.545 -0.4 0.2 0.0 -0.126
H -2.164 -2.386 -3.072 -0.1 -0.1 0.0 0.108
H -1.660 -5.363 -0.007 0.2 0.1 -0.3 0.093
H -3.101 -4.206 -1.650 0.2 0.0 0.0 0.093
Si 1.996 2.176 -2.777 -0.5 0.7 1.7 0.388
Cl 1.130 0.967 -1.014 1.5 -0.4 -2.2 0.426
C 3.640 2.782 -2.155 0.3 -0.1 0.0 -0.209
C 0.931 3.745 -2.772 -0.2 -0.4 -0.2 -0.249
C 2.090 1.514 -4.474 -0.2 -0.2 -0.3 -0.201
H 3.998 2.250 -1.272 0.0 0.1 -0.1 0.016
H 3.552 3.844 -1.898 0.0 -0.2 0.1 0.020
H 4.372 2.698 -2.965 0.1 -0.1 0.1 0.033
H 2.913 0.795 -4.589 -0.5 0.0 0.0 0.058
H 2.256 2.355 -5.161 0.1 0.1 0.2 0.050
H 1.119 1.080 -4.736 0.4 0.1 0.1 0.027
H -0.143 3.549 -2.854 0.1 0.1 -0.1 -0.008
H 1.251 4.324 -3.649 -0.1 0.0 0.1 0.042
H 1.133 4.365 -1.892 0.0 -0.1 -0.1 -0.028
C -1.820 5.328 0.892 -0.1 0.1 -0.1 -0.133
C -1.183 4.793 2.187 0.5 -0.4 0.5 -0.540
C -1.854 5.365 3.440 0.1 0.6 0.1 -0.124
P -0.878 2.941 2.115 -0.5 -0.1 -0.6 0.994
C 0.494 2.364 3.218 0.3 0.5 -0.2 -0.551
C 0.780 3.310 4.376 0.2 -0.2 0.3 -0.117
C 0.310 0.928 3.695 -0.1 -0.3 0.0 -0.106
C -2.387 2.047 2.718 0.2 -0.2 0.0 -0.527
C -2.726 2.301 4.190 -0.3 0.0 0.1 -0.110
C -3.595 2.289 1.820 -0.2 -0.1 -0.3 -0.136
H -2.918 5.377 0.962 0.3 -0.1 0.0 0.076
H -1.573 4.745 -0.014 -0.1 0.2 0.5 0.007
H -1.458 6.350 0.720 -0.1 -0.1 0.1 0.080
H -0.133 5.134 2.189 -0.3 0.0 0.0 0.059
H -2.931 5.141 3.522 0.5 0.0 -0.2 0.066
H -1.337 5.046 4.357 -0.3 0.1 -0.3 0.058
H -1.759 6.464 3.388 -0.1 -0.3 0.1 0.080
H 1.351 2.381 2.522 -0.2 0.0 0.5 0.046
H -0.093 3.401 5.035 0.2 0.1 -0.1 0.060
H 1.594 2.873 4.969 -0.1 0.2 0.0 0.079
H 1.103 4.302 4.036 -0.2 -0.2 0.1 0.075
H 0.264 0.212 2.863 0.0 0.2 0.2 0.058
H 1.168 0.655 4.323 -0.1 0.0 -0.2 0.087
H -0.590 0.827 4.312 0.2 -0.2 -0.1 0.055
H -2.116 0.984 2.608 0.0 0.2 0.0 0.086
H -3.040 3.338 4.346 0.1 -0.3 0.1 0.052
H -3.571 1.655 4.465 0.1 0.1 0.0 0.080
H -1.896 2.077 4.870 -0.2 0.2 -0.2 0.053
H -3.378 2.017 0.779 -0.1 0.1 0.4 -0.017
H -4.443 1.675 2.160 0.1 0.2 0.0 0.077
H -3.906 3.341 1.825 0.0 -0.1 0.1 0.068
```
Positions in Å, forces in eV/Å.

Spin multiplicity   5
Highest occupied orbital energy (alpha / beta)   -1.747 / -1.749 eV
HOMO-LUMO gap (alpha / beta)   4.109 / 4.110 eV
Energy relative to the best compared isomer or geometry (same formula, charge and spin)   88.7 kcal/mol
LUMO energy (alpha / beta)   2.4 / 2.4 eV
Net charge   -1
Calculated total energy   -4530.4132 hartree
Expectation value of S²   6.022